[1]
Molecular formula: C22H30N2O2S
Method: DFT, ωB97M-V/def2-TZVPD

Values from the calculation:
Charge: 0
SMILES string: CC[C@@H](C)CNCC(=O)N1CCc2sccc2[C@@H]1COc1cccc(C)c1
LUMO (eV): 0.730
2S+1: 1

CARTESIAN COORDINATES (ANGSTROEM)
1 C -6.309 -3.134 -1.781
2 H -5.479 -3.836 -1.721
3 H -7.237 -3.700 -1.749
4 C -6.257 -2.143 -0.624
5 H -7.069 -1.421 -0.728
6 H -6.417 -2.687 0.310
7 C -4.925 -1.391 -0.533
8 C -4.676 -0.521 -1.762
9 H -3.833 0.140 -1.578
10 H -5.551 0.090 -1.975
11 H -4.455 -1.127 -2.636
12 C -4.908 -0.516 0.728
13 N -3.581 0.032 0.981
14 H -3.669 0.874 1.543
15 C -2.702 -0.890 1.687
16 C -1.381 -0.223 2.046
17 O -1.033 -0.117 3.210
18 N -0.622 0.242 1.032
19 C -0.926 0.157 -0.379
20 H -1.794 -0.477 -0.534
21 C -1.195 1.558 -0.937
22 C -0.052 2.423 -0.540
23 C 0.778 2.154 0.504
24 C 1.793 3.133 0.663
25 C 1.711 4.119 -0.262
26 S 0.396 3.885 -1.350
27 H 2.338 4.980 -0.379
28 H 2.542 3.099 1.433
29 C 0.607 0.942 1.369
30 H 0.518 1.235 2.423
31 C 1.830 0.010 1.271
32 O 2.098 -0.253 -0.088
33 C 3.181 -1.018 -0.409
34 C 4.029 -1.618 0.510
35 C 5.106 -2.388 0.081
36 C 5.327 -2.551 -1.277
37 C 4.481 -1.954 -2.198
38 C 3.413 -1.191 -1.774
39 H 2.746 -0.718 -2.477
40 H 4.657 -2.085 -3.255
41 H 6.160 -3.147 -1.618
42 C 6.019 -3.011 1.094
43 H 6.625 -3.792 0.642
44 H 6.688 -2.257 1.509
45 H 5.449 -3.439 1.917
46 H 3.867 -1.502 1.571
47 H 2.692 0.502 1.740
48 H 1.609 -0.919 1.813
49 H -1.299 1.521 -2.023
50 H -2.130 1.943 -0.519
51 H -0.056 -0.270 -0.885
52 H -2.516 -1.765 1.058
53 H -3.141 -1.246 2.634
54 H -5.272 -1.103 1.588
55 H -5.596 0.319 0.577
56 H -4.121 -2.130 -0.455
57 H -6.259 -2.622 -2.738

Here are the Löwdin charges for atoms 1 to 4, given in e:
1. C -0.11
2. H 0.08
3. H 0.07
4. C -0.24

[2]
Molecular formula: C22H30N2O3S
Method: DFT, ωB97M-V/def2-TZVPD

Values from the calculation:
Charge: 0
SMILES string: Cc1ccc(N(C[C@@H](O)CN2CCCCC2)S(=O)(=O)c2ccc(C)cc2)cc1
LUMO (eV): 0.512
2S+1: 1

CARTESIAN COORDINATES (ANGSTROEM)
1 C -3.535 -4.232 -0.663
2 C -2.695 -3.081 -0.199
3 C -2.241 -2.121 -1.094
4 C -1.445 -1.071 -0.677
5 C -1.092 -0.946 0.663
6 C -1.545 -1.905 1.566
7 C -2.326 -2.958 1.134
8 H -2.665 -3.693 1.851
9 H -1.292 -1.820 2.612
10 N -0.371 0.167 1.122
11 S -0.521 1.607 0.288
12 O -0.117 2.641 1.193
13 O 0.154 1.572 -0.989
14 C -2.285 1.692 0.031
15 C -2.798 1.928 -1.228
16 C -4.170 1.992 -1.399
17 C -5.028 1.822 -0.319
18 C -4.485 1.597 0.944
19 C -3.117 1.536 1.124
20 H -2.683 1.366 2.096
21 H -5.145 1.470 1.790
22 C -6.513 1.898 -0.496
23 H -6.883 2.848 -0.111
24 H -7.006 1.101 0.056
25 H -6.786 1.825 -1.544
26 H -4.578 2.174 -2.383
27 H -2.118 2.055 -2.056
28 C 0.821 0.011 1.929
29 H 0.893 0.891 2.571
30 H 0.697 -0.879 2.546
31 C 2.109 -0.119 1.056
32 C 2.853 1.242 1.019
33 N 4.119 1.328 0.347
34 C 5.231 0.577 0.881
35 C 5.465 -0.779 0.202
36 C 5.623 -0.569 -1.300
37 C 4.370 0.118 -1.835
38 C 4.151 1.443 -1.094
39 H 3.223 1.912 -1.425
40 H 4.983 2.119 -1.342
41 H 4.468 0.316 -2.904
42 H 3.511 -0.535 -1.680
43 H 5.776 -1.527 -1.804
44 H 6.499 0.057 -1.491
45 H 4.616 -1.440 0.380
46 H 6.359 -1.245 0.624
47 H 5.080 0.446 1.955
48 H 6.134 1.188 0.739
49 H 3.019 1.544 2.061
50 H 2.185 1.978 0.563
51 O 1.802 -0.610 -0.222
52 H 1.349 0.095 -0.715
53 H 2.757 -0.877 1.509
54 H -1.080 -0.356 -1.395
55 H -2.503 -2.200 -2.139
56 H -2.895 -5.064 -0.961
57 H -4.189 -4.581 0.132
58 H -4.140 -3.950 -1.522

Here are the Löwdin charges for atoms 1 to 4, given in e:
1. C -0.05
2. C -0.28
3. C -0.02
4. C -0.02

[3]
Molecular formula: C22H30N2O5
Method: DFT, ωB97M-V/def2-TZVPD

Values from the calculation:
Charge: 0
SMILES string: CCCC[C@@H](OC(=O)CN1C(=O)COc2ccccc21)C(=O)NC1CCCCC1
LUMO (eV): 0.583
2S+1: 1

CARTESIAN COORDINATES (ANGSTROEM)
1 C -4.130 -2.534 -0.854
2 C -2.741 -2.580 -1.479
3 C -1.803 -3.574 -0.795
4 C -1.488 -3.273 0.671
5 H -2.407 -3.195 1.253
6 C -0.711 -1.971 0.895
7 H -0.276 -1.986 1.904
8 C -1.641 -0.739 0.860
9 O -2.655 -0.748 1.532
10 N -1.219 0.276 0.101
11 H -0.357 0.187 -0.420
12 C -1.909 1.554 -0.024
13 C -3.314 1.375 -0.604
14 C -3.996 2.729 -0.760
15 C -4.070 3.448 0.584
16 C -2.671 3.624 1.167
17 C -1.988 2.270 1.326
18 H -0.981 2.397 1.730
19 H -2.556 1.646 2.017
20 H -2.731 4.121 2.137
21 H -2.077 4.256 0.502
22 H -4.548 4.422 0.461
23 H -4.676 2.858 1.274
24 H -5.001 2.589 -1.163
25 H -3.433 3.342 -1.469
26 H -3.248 0.872 -1.571
27 H -3.891 0.744 0.072
28 H -1.305 2.151 -0.715
29 O 0.354 -1.851 -0.052
30 C 1.588 -1.682 0.392
31 O 1.932 -1.669 1.543
32 C 2.541 -1.439 -0.782
33 N 3.215 -0.169 -0.593
34 C 2.500 0.949 -0.856
35 O 1.337 0.912 -1.217
36 C 3.248 2.254 -0.648
37 O 4.631 2.169 -0.900
38 C 5.234 1.099 -0.296
39 C 6.563 1.193 0.083
40 C 7.180 0.123 0.708
41 C 6.461 -1.027 0.981
42 C 5.138 -1.137 0.587
43 C 4.525 -0.090 -0.084
44 H 4.582 -2.028 0.827
45 H 6.929 -1.849 1.500
46 H 8.215 0.200 1.001
47 H 7.092 2.111 -0.119
48 H 2.847 3.009 -1.327
49 H 3.066 2.583 0.390
50 H 1.953 -1.387 -1.702
51 H 3.279 -2.237 -0.852
52 H -0.900 -4.102 1.072
53 H -2.253 -4.569 -0.839
54 H -0.864 -3.611 -1.354
55 H -2.832 -2.875 -2.528
56 H -2.298 -1.584 -1.457
57 H -4.091 -2.109 0.145
58 H -4.791 -1.915 -1.457
59 H -4.556 -3.533 -0.793

Here are the Löwdin charges for atoms 1 to 4, given in e:
1. C -0.10
2. C -0.25
3. C -0.20
4. C -0.12

[4]
Molecular formula: C22H30N4O
Method: DFT, ωB97M-V/def2-TZVPD

Values from the calculation:
Charge: 0
SMILES string: Cc1ccc([C@H](CNC(=O)Nc2cccc(C)c2)N2CCN(C)CC2)cc1
LUMO (eV): 0.630
2S+1: 1

CARTESIAN COORDINATES (ANGSTROEM)
1 C -7.030 -0.225 1.347
2 C -5.682 -0.407 0.718
3 C -5.446 -0.039 -0.599
4 C -4.203 -0.229 -1.175
5 C -3.157 -0.794 -0.456
6 C -3.393 -1.161 0.864
7 C -4.636 -0.971 1.438
8 H -4.798 -1.264 2.465
9 H -2.606 -1.599 1.457
10 C -1.798 -0.924 -1.108
11 N -0.869 0.161 -0.795
12 C -1.155 1.403 -1.482
13 C 0.049 2.331 -1.345
14 N 0.293 2.617 0.053
15 C 1.385 3.549 0.228
16 H 1.151 4.475 -0.297
17 H 1.498 3.767 1.288
18 H 2.343 3.158 -0.154
19 C 0.532 1.375 0.765
20 C -0.664 0.441 0.615
21 H -0.444 -0.485 1.143
22 H -1.550 0.918 1.066
23 H 0.680 1.604 1.823
24 H 1.437 0.865 0.392
25 H -0.152 3.271 -1.866
26 H 0.928 1.849 -1.816
27 H -1.333 1.199 -2.541
28 H -2.044 1.908 -1.067
29 C -1.114 -2.278 -0.821
30 N 0.232 -2.287 -1.348
31 C 1.266 -1.970 -0.498
32 O 1.196 -2.136 0.700
33 N 2.383 -1.523 -1.164
34 C 3.586 -1.056 -0.632
35 C 4.555 -0.596 -1.521
36 C 5.755 -0.105 -1.043
37 C 6.001 -0.063 0.317
38 C 5.042 -0.517 1.215
39 C 3.839 -1.011 0.735
40 H 3.087 -1.368 1.419
41 C 5.312 -0.480 2.689
42 H 6.111 -1.176 2.942
43 H 4.424 -0.753 3.252
44 H 5.631 0.516 2.994
45 H 6.941 0.323 0.685
46 H 6.502 0.249 -1.739
47 H 4.366 -0.624 -2.586
48 H 2.325 -1.467 -2.171
49 H 0.301 -1.951 -2.297
50 H -1.025 -2.474 0.246
51 H -1.697 -3.082 -1.280
52 H -1.944 -0.871 -2.197
53 H -4.046 0.067 -2.204
54 H -6.243 0.402 -1.183
55 H -7.637 0.471 0.773
56 H -7.553 -1.180 1.391
57 H -6.932 0.148 2.365

Here are the Löwdin charges for atoms 1 to 4, given in e:
1. C -0.05
2. C -0.28
3. C -0.04
4. C -0.03

[5]
Molecular formula: C22H30N4O2
Method: DFT, ωB97M-V/def2-TZVPD

Values from the calculation:
Charge: 0
LUMO (eV): -0.017
2S+1: 1

CARTESIAN COORDINATES (ANGSTROEM)
1 C -4.483 5.450 3.252
2 C -3.213 5.924 2.830
3 C -2.796 5.268 1.593
4 C -2.418 3.734 1.573
5 N -2.431 3.043 0.126
6 C -1.123 3.457 -0.649
7 H -1.032 4.584 -0.729
8 C 0.155 2.949 -0.182
9 N 0.502 1.598 -0.635
10 C 1.225 0.849 0.079
11 O 1.697 0.973 1.413
12 C 1.439 -0.649 -0.516
13 C 1.270 -0.713 -2.093
14 C 1.727 -2.089 -2.006
15 C 1.842 -2.707 -0.868
16 N 1.965 -1.642 0.039
17 C 2.022 -1.653 1.368
18 H 3.087 -2.114 1.676
19 H 1.153 -2.393 2.071
20 H 2.029 -0.751 1.984
21 C 2.218 -4.115 -0.744
22 C 2.713 -4.767 0.551
23 C 2.893 -6.065 0.626
24 C 3.108 -6.747 -0.631
25 C 2.484 -6.294 -1.734
26 C 2.309 -4.710 -1.886
27 N 2.090 -4.110 -3.330
28 C 1.729 -2.878 -3.166
29 O 1.671 -2.383 -4.485
30 C 2.249 -4.888 -4.393
31 H 3.172 -5.406 -4.402
32 H 1.874 -4.362 -5.241
33 H 1.488 -5.756 -4.318
34 H 2.737 -6.695 -2.907
35 H 3.186 -7.812 -0.735
36 H 3.038 -6.554 1.667
37 H 2.279 -4.240 1.420
38 H 1.421 0.059 -2.677
39 H 0.305 1.424 -1.531
40 H 0.555 2.958 0.988
41 H 1.051 3.904 -0.678
42 H -1.120 3.056 -1.520
43 C -2.528 1.568 0.242
44 C -1.901 0.781 1.252
45 H -2.150 -0.425 1.220
46 H -2.422 1.153 2.369
47 H -0.870 1.031 1.353
48 H -2.379 1.391 -0.764
49 H -3.782 1.487 0.516
50 H -1.343 3.473 2.218
51 H -3.231 3.182 2.173
52 H -3.558 5.274 0.769
53 H -2.002 5.814 1.206
54 H -3.073 7.010 2.641
55 H -2.371 5.698 3.546
56 H -5.092 5.720 2.584
57 H -4.868 5.848 4.077
58 H -4.498 4.255 3.395

Here are the Löwdin charges for atoms 1 to 4, given in e:
1. C -0.11
2. C -0.31
3. C -0.26
4. C -0.15

[6]
Molecular formula: C22H30N4O2
Method: DFT, ωB97M-V/def2-TZVPD

Values from the calculation:
Charge: 0
LUMO (eV): -0.025
2S+1: 1

CARTESIAN COORDINATES (ANGSTROEM)
1 C -2.541 -2.825 -1.616
2 C -2.762 -2.899 -0.215
3 C -4.003 -1.979 0.114
4 N -3.769 -0.731 0.491
5 C -3.282 -0.802 1.734
6 H -4.043 -0.121 2.566
7 C -1.992 -0.153 2.151
8 C -1.414 -0.044 3.297
9 H -0.448 0.388 3.385
10 H -2.011 0.455 4.068
11 H -1.407 -0.891 3.801
12 H -2.012 1.104 1.532
13 H -1.199 -0.771 1.231
14 H -3.250 -1.544 2.352
15 C -4.942 0.205 0.160
16 H -5.772 0.092 1.200
17 C -4.460 1.523 0.252
18 H -5.430 2.253 0.245
19 H -3.825 2.073 1.024
20 C -3.689 2.012 -0.932
21 N -2.440 1.272 -1.090
22 C -1.340 2.044 -0.828
23 O -1.170 3.277 -1.087
24 C -0.106 1.130 -0.622
25 C 0.004 -0.118 -1.204
26 C 1.400 -0.667 -0.678
27 C 2.056 0.274 -0.325
28 N 1.242 1.685 -0.450
29 C 1.448 2.866 -0.054
30 H 2.381 3.185 -0.740
31 H 0.662 3.617 -0.446
32 H 1.771 3.024 0.755
33 C 3.464 0.409 0.062
34 C 4.249 1.294 0.403
35 C 5.562 1.138 0.748
36 C 6.171 0.127 0.730
37 C 5.355 -1.128 0.155
38 C 3.985 -0.914 0.268
39 N 3.203 -1.976 -0.332
40 C 1.768 -1.888 -0.595
41 O 1.389 -3.130 -0.804
42 H 3.534 -2.854 -0.116
43 H 5.634 -2.179 0.317
44 H 7.117 -0.384 0.968
45 H 6.112 2.098 0.963
46 H 4.048 2.361 0.467
47 H -0.691 -1.051 -1.243
48 H -2.328 0.168 -0.646
49 H -4.184 1.735 -2.044
50 H -3.575 3.100 -1.088
51 H -5.375 0.004 -0.711
52 H -4.790 -1.997 -0.786
53 H -4.539 -2.505 0.849
54 H -1.999 -2.608 0.462
55 H -2.959 -4.000 0.185
56 H -3.278 -3.301 -2.064
57 H -2.644 -1.859 -2.128
58 H -1.685 -3.232 -1.837

Here are the Löwdin charges for atoms 1 to 4, given in e:
1. C -0.14
2. C -0.20
3. C -0.28
4. N -0.19

[7]
Molecular formula: C22H30N4O3
Method: DFT, ωB97M-V/def2-TZVPD

Values from the calculation:
Charge: 0
LUMO (eV): 0.131
2S+1: 1

CARTESIAN COORDINATES (ANGSTROEM)
1 C 0.000 0.157 -2.862
2 H -0.042 1.042 -3.327
3 C -1.343 -0.549 -2.623
4 C -1.324 -1.830 -2.130
5 H -0.731 -2.475 -2.981
6 C -2.752 -2.251 -1.941
7 N -2.796 -3.402 -1.162
8 C -3.297 -3.850 -0.115
9 O -4.136 -3.028 0.309
10 C -3.099 -5.110 0.656
11 H -3.845 -5.678 1.000
12 C -2.313 -4.696 2.086
13 H -3.311 -4.305 2.487
14 C -1.361 -3.719 1.961
15 O -0.140 -4.060 1.572
16 N -1.888 -2.286 1.939
17 C -1.290 -1.202 1.407
18 C 0.152 -1.104 1.344
19 C 0.869 -0.150 0.949
20 C -0.008 1.206 0.750
21 N 0.623 2.316 0.161
22 C 1.850 2.557 0.187
23 N 2.316 3.600 -0.368
24 C 3.572 4.226 -0.127
25 H 4.595 3.150 -0.157
26 H 3.886 4.622 -1.135
27 C 3.531 5.067 0.822
28 O 2.803 5.984 0.938
29 C 1.355 5.723 0.650
30 H 0.689 6.492 0.505
31 C 1.431 4.634 -0.571
32 H 0.435 4.258 -0.844
33 H 1.615 5.249 -1.470
34 H 1.026 5.069 1.371
35 H 4.592 5.530 1.060
36 H 3.440 4.335 2.040
37 C 2.818 1.219 0.135
38 C 2.064 0.232 0.852
39 C 3.161 -1.036 0.941
40 H 2.902 -1.789 0.435
41 H 2.908 -1.337 1.977
42 H 4.121 -0.584 0.852
43 H 3.781 1.524 0.015
44 C -1.432 1.158 0.740
45 C -1.804 -0.066 1.256
46 H -3.120 -0.289 1.333
47 H -2.089 1.923 0.582
48 H 0.635 -2.113 1.440
49 H -2.726 -2.385 1.982
50 H -2.002 -5.486 2.634
51 H -2.288 -5.739 0.154
52 H -1.908 -4.307 -1.420
53 H -3.324 -1.877 -1.334
54 H -3.320 -2.497 -2.881
55 H -0.963 -1.779 -1.103
56 H -1.962 0.315 -1.790
57 H -1.846 -0.381 -3.718
58 H 0.646 0.286 -1.944
59 H 0.647 -0.516 -3.524

Here are the Löwdin charges for atoms 1 to 4, given in e:
1. C -0.11
2. H 0.01
3. C -0.35
4. C -0.25

[8]
Molecular formula: C22H30N4O4
Method: DFT, ωB97M-V/def2-TZVPD

Values from the calculation:
Charge: 0
SMILES string: COCCC(=O)N1CCC(Oc2ccc(C(=O)NCCc3cnn(C)c3)cc2)CC1
LUMO (eV): 0.374
2S+1: 1

CARTESIAN COORDINATES (ANGSTROEM)
1 C -2.735 7.275 -1.631
2 O -1.527 7.989 -1.556
3 C -0.427 7.244 -1.097
4 C 0.106 6.226 -2.121
5 C 1.370 5.571 -1.594
6 O 2.468 5.973 -1.925
7 N 1.232 4.555 -0.703
8 C 0.014 3.905 -0.282
9 H -0.002 3.886 0.816
10 C -0.032 2.469 -0.813
11 H -0.019 2.479 -1.904
12 H -0.952 1.980 -0.488
13 C 1.196 1.692 -0.324
14 C 2.462 2.440 -0.745
15 H 2.522 2.441 -1.834
16 C 2.421 3.876 -0.226
17 H 2.416 3.880 0.870
18 H 3.285 4.437 -0.584
19 H 3.341 1.925 -0.356
20 H 1.177 1.612 0.773
21 O 1.260 0.404 -0.909
22 C 0.451 -0.597 -0.473
23 C -0.402 -0.538 0.625
24 C -1.150 -1.646 0.986
25 C -1.080 -2.823 0.255
26 C -0.245 -2.869 -0.862
27 C 0.518 -1.781 -1.214
28 H 1.175 -1.810 -2.069
29 H -0.215 -3.780 -1.440
30 C -1.846 -4.058 0.589
31 O -2.206 -4.845 -0.262
32 N -2.115 -4.229 1.914
33 H -1.652 -3.620 2.571
34 C -2.494 -5.526 2.422
35 H -3.261 -5.407 3.193
36 H -2.907 -6.081 1.577
37 C -1.270 -6.269 2.991
38 C -0.193 -6.340 1.963
39 C 0.749 -5.378 1.656
40 N 1.456 -5.836 0.604
41 N 1.031 -7.029 0.210
42 C 0.035 -7.348 1.012
43 H -0.485 -8.277 0.890
44 C 2.546 -5.186 -0.064
45 H 2.270 -4.167 -0.338
46 H 2.771 -5.759 -0.961
47 H 3.432 -5.158 0.575
48 H 0.968 -4.429 2.105
49 H -1.574 -7.273 3.289
50 H -0.906 -5.738 3.876
51 H -1.820 -1.564 1.831
52 H -0.496 0.362 1.213
53 H -0.861 4.453 -0.621
54 H 0.379 6.770 -3.027
55 H -0.654 5.488 -2.376
56 H 0.353 7.981 -0.894
57 H -0.683 6.735 -0.154
58 H -2.721 6.520 -2.425
59 H -3.508 8.007 -1.856
60 H -2.966 6.785 -0.677

Here are the Löwdin charges for atoms 1 to 4, given in e:
1. C -0.11
2. O -0.18
3. C -0.22
4. C -0.08

| no. | orbital gap (eV) | energy (eV) |
| --- | --- | --- |
| 1 | 9.2 | -41211.8959 |
| 2 | 8.0 | -43258.3861 |
| 3 | 9.4 | -36520.6115 |
| 4 | 8.8 | -31310.0375 |
| 5 | 8.0 | -33339.7661 |
| 6 | 8.3 | -33336.5366 |
| 7 | 7.5 | -35382.2727 |
| 8 | 9.2 | -37451.4680 |